Computed, not measured: a structure of composition C38H46HgOP2Si in a non-equilibrium geometry, with ωB97M-V/def2-TZVPD.

Each line ends with the Mulliken charge.
Positions of all 89 atoms, in Å:
1 Hg 2.565 -0.337 -0.858  0.861
2 C -3.061 0.665 4.786  -0.381
3 C -3.300 0.604 3.471  -0.066
4 C -3.570 1.707 2.474  -1.057
5 C -2.362 2.450 1.848  0.011
6 C -1.421 2.974 2.919  -0.397
7 C -1.736 3.375 4.160  -0.310
8 C -2.986 3.218 4.974  -0.988
9 C -3.092 1.841 5.700  -0.492
10 C 2.559 -0.203 1.309  -0.975
11 H -2.858 -0.275 5.290  0.377
12 H -3.236 -0.372 2.972  0.162
13 H -4.262 2.434 2.889  0.476
14 H -4.198 1.277 1.687  0.422
15 H -1.825 1.800 1.133  -0.024
16 H -2.721 3.292 1.220  0.331
17 H -0.367 3.112 2.611  0.309
18 H -0.923 3.854 4.725  0.300
19 H -3.945 3.392 4.478  0.362
20 H -2.911 3.975 5.767  0.401
21 H -2.254 1.745 6.402  0.264
22 H -3.958 1.840 6.391  0.360
23 H 2.287 -1.228 1.613  0.347
24 H 1.733 0.503 1.525  0.153
25 H 3.548 0.060 1.736  0.318
26 P 0.167 -2.169 -3.114  0.155
27 P 2.130 0.285 -3.683  0.465
28 C -0.486 -0.606 -3.739  -0.582
29 C 0.387 0.334 -4.176  -0.974
30 C -0.466 -3.292 -4.464  0.255
31 C -1.547 -2.963 -5.293  0.115
32 C -1.936 -3.822 -6.339  -0.624
33 C -1.251 -5.027 -6.558  -0.424
34 C -0.181 -5.365 -5.719  -0.547
35 C 0.211 -4.505 -4.691  -0.501
36 C -1.116 -2.341 -1.784  0.281
37 C -1.121 -1.385 -0.750  -0.090
38 C -1.916 -1.577 0.379  -0.814
39 C -2.827 -2.641 0.401  -0.435
40 C -2.894 -3.543 -0.670  -0.672
41 C -2.011 -3.418 -1.750  -0.480
42 C 2.755 0.818 -5.365  0.313
43 C 2.480 0.017 -6.492  -0.384
44 C 2.869 0.426 -7.774  -0.621
45 C 3.558 1.633 -7.958  -0.462
46 C 3.858 2.418 -6.840  -0.605
47 C 3.479 2.005 -5.555  -0.273
48 C 2.248 1.921 -2.826  0.174
49 C 3.446 2.159 -2.106  -0.234
50 C 3.549 3.275 -1.279  -0.730
51 C 2.499 4.197 -1.227  -0.600
52 C 1.323 3.973 -1.948  -0.641
53 C 1.180 2.817 -2.728  -0.296
54 H -1.576 -0.457 -3.764  0.775
55 H 0.088 1.142 -4.859  0.850
56 H -2.086 -2.027 -5.127  0.299
57 H -2.777 -3.535 -6.984  0.363
58 H -1.553 -5.685 -7.381  0.362
59 H 0.350 -6.303 -5.875  0.375
60 H 1.050 -4.759 -4.047  0.369
61 H -0.473 -0.509 -0.821  0.335
62 H -1.834 -0.904 1.234  0.498
63 H -3.497 -2.753 1.254  0.417
64 H -3.617 -4.364 -0.659  0.368
65 H -2.016 -4.151 -2.563  0.344
66 H 1.944 -0.925 -6.362  0.419
67 H 2.617 -0.192 -8.638  0.386
68 H 3.828 1.968 -8.964  0.365
69 H 4.373 3.374 -6.966  0.381
70 H 3.727 2.630 -4.695  0.266
71 H 4.292 1.471 -2.203  0.626
72 H 4.459 3.436 -0.702  0.457
73 H 2.603 5.110 -0.640  0.411
74 H 0.500 4.692 -1.917  0.421
75 H 0.233 2.612 -3.237  0.413
76 C -0.639 -0.822 6.943  -0.571
77 Si 1.156 -1.404 7.053  0.396
78 C 2.158 0.148 7.544  -1.024
79 C 1.179 -2.420 8.688  -1.093
80 O 1.652 -2.175 5.778  -0.819
81 H -1.178 -0.897 7.888  0.360
82 H -1.131 -1.481 6.218  0.152
83 H -0.694 0.228 6.646  -0.090
84 H 2.380 0.260 8.615  0.295
85 H 3.121 0.053 7.022  0.213
86 H 1.680 1.093 7.248  0.300
87 H 0.303 -3.082 8.783  0.287
88 H 2.117 -2.985 8.788  0.259
89 H 1.171 -1.715 9.529  0.305

Forces on the atoms, in the same order (eV/Å):
-0.1 0.1 0.1
-0.6 -0.5 -0.3
0.6 -0.1 -0.3
-0.9 0.2 -0.4
0.0 -0.4 0.4
0.1 0.5 -0.1
0.7 -0.2 -0.4
-0.5 0.0 1.0
0.5 0.8 0.1
-0.3 -0.6 0.1
0.0 0.0 -0.1
0.0 0.1 0.5
0.2 0.2 0.2
0.3 -0.1 -0.2
-0.1 0.0 0.4
0.0 -0.3 0.4
-0.6 0.1 0.1
-0.2 -0.4 -0.2
0.4 0.2 -0.2
-0.2 -0.1 -0.1
0.1 0.0 -0.2
0.1 -0.1 -0.6
0.1 0.5 0.0
0.7 -0.4 -0.1
-0.7 0.1 -0.6
-1.1 -0.7 0.4
0.1 1.5 -0.8
0.7 1.2 -0.4
-1.0 -1.1 0.3
0.1 -0.1 -0.1
0.0 -0.3 -0.3
0.2 0.2 0.3
0.0 0.4 0.3
-0.2 0.1 -0.1
-0.2 0.3 0.0
0.0 -0.3 -0.1
0.1 -0.6 0.0
-0.2 -0.1 -0.3
0.1 0.0 -0.2
0.1 0.2 0.1
0.1 0.2 0.3
0.8 -0.3 -0.4
0.1 0.2 0.1
0.0 0.1 0.2
-0.3 -0.1 0.4
-0.1 -0.1 0.0
-0.1 -0.1 -0.1
0.2 -0.2 0.5
-0.6 0.2 -0.1
0.1 0.1 -0.3
-0.1 0.0 -0.1
0.1 -0.2 -0.1
0.2 0.2 0.3
0.5 -0.1 -0.5
0.0 0.0 0.6
0.1 -0.4 -0.2
0.4 -0.2 0.3
0.2 0.3 0.4
-0.1 0.2 0.1
-0.1 -0.1 -0.1
0.0 -0.1 0.1
-0.1 -0.1 -0.3
0.2 0.0 -0.2
0.3 0.3 0.1
0.0 0.3 0.3
0.1 0.2 -0.1
0.1 0.1 0.3
-0.1 -0.2 0.4
-0.1 -0.4 0.1
-0.1 -0.1 -0.3
-0.2 0.1 0.0
-0.3 0.0 -0.2
-0.1 -0.3 -0.1
0.3 -0.2 0.1
0.4 0.2 0.2
-0.3 0.0 0.0
0.2 -0.5 0.6
0.4 0.3 -0.1
0.1 0.2 0.0
0.1 0.2 -0.2
0.0 -0.1 0.2
-0.1 0.2 0.0
-0.1 -0.1 -0.3
-0.1 -0.2 -0.1
-0.1 0.2 0.1
0.1 -0.1 -0.2
0.4 0.0 0.0
-0.3 -0.1 -0.1
-0.2 -0.1 0.0

Properties
E_HOMO	-5.502	eV
HOMO-LUMO gap	0.108	hartree